{"formula": "C19H15F6N6O8PrS2", "method": "ωB97M-V/def2-TZVPD", "multiplicity": 3, "orbital_gap_ha": [0.328, 0.329], "s2": 2.00, "e_above_lowest_kj_mol": 39.9, "species": ["Pr", "O", "C", "N", "C", "O", "C", "C", "C", "C", "C", "N", "C", "C", "C", "C", "C", "N", "H", "H", "H", "H", "H", "H", "H", "H", "F", "C", "F", "F", "S", "O", "O", "N", "S", "O", "O", "C", "F", "F", "F", "C", "C", "O", "O", "H", "H", "H", "N", "C", "C", "C", "N", "H", "H", "H", "H"], "positions_angstrom": [[-0.236019, 0.014556, -0.149078], [2.283149, 3.797079, 0.607756], [1.485465, 2.919415, 0.229099], [1.425198, 1.640832, 0.697736], [1.857745, 1.398628, 1.972923], [2.000146, 2.170543, 2.902495], [2.234966, -0.062822, 2.186822], [3.208734, -0.379037, 3.125002], [3.649790, -1.687829, 3.200592], [3.106345, -2.635812, 2.344105], [2.116251, -2.239533, 1.466131], [1.669172, -0.983091, 1.408057], [0.559582, 3.244553, -0.892303], [0.543396, 4.527918, -1.448915], [-0.339594, 4.792080, -2.469121], [-1.190078, 3.789161, -2.918148], [-1.117328, 2.551069, -2.307211], [-0.262825, 2.286431, -1.314605], [3.597659, 0.415685, 3.744019], [4.421796, -1.960540, 3.906967], [3.438205, -3.664572, 2.349827], [1.651786, -2.947725, 0.789831], [1.229314, 5.266145, -1.055843], [-0.375467, 5.775568, -2.922523], [-1.895947, 3.954241, -3.717622], [-1.762633, 1.734667, -2.613781], [-0.353565, -3.413349, -0.681857], [-1.361016, -3.515497, -1.525079], [-2.490844, -3.480106, -0.832115], [-1.252684, -4.670696, -2.190706], [-1.307954, -2.168216, -2.762853], [-1.430190, -0.924059, -1.934668], [-2.350717, -2.478222, -3.675125], [0.154414, -2.234966, -3.362916], [1.161512, -1.098358, -2.882807], [0.888815, 0.218590, -3.381819], [1.378607, -1.163335, -1.405251], [2.736560, -1.664212, -3.642716], [2.585417, -1.745644, -4.957182], [3.130419, -2.833604, -3.181749], [3.662025, -0.755430, -3.349913], [-2.809019, 2.965311, 1.089098], [-2.197053, 1.611628, 0.923408], [-2.599053, 0.819594, -0.006656], [-1.236552, 1.254204, 1.651781], [-3.844365, 2.850199, 1.415179], [-2.837601, 3.468778, 0.122717], [-2.262746, 3.561731, 1.811171], [-2.750249, -1.405420, 1.720946], [-3.259169, -1.912123, 2.848598], [-2.231178, -2.572177, 3.489702], [-1.122831, -2.384563, 2.653722], [-1.442201, -1.670968, 1.578360], [-3.175276, -0.787220, 1.026841], [-4.292868, -1.763261, 3.097461], [-2.276378, -3.096862, 4.423178], [-0.113070, -2.729354, 2.799038]], "atomic_forces_ev_per_a": [[-0.056, 0.640, 1.985], [-1.392, -1.206, -0.705], [2.047, 1.376, 1.194], [-0.248, 0.083, -0.177], [0.448, 0.038, 0.476], [-0.096, -0.239, -0.404], [-0.031, 0.163, 0.072], [-0.073, -0.052, -0.068], [0.007, 0.120, 0.046], [-0.018, -0.047, -0.048], [-0.135, -0.013, 0.156], [0.048, 0.064, -0.318], [-0.343, 0.526, -0.478], [0.284, -0.427, 0.401], [-0.207, 0.155, -0.265], [0.090, -0.182, 0.186], [-0.126, -0.010, -0.183], [-0.086, 0.005, -0.128], [0.031, -0.012, 0.027], [0.018, -0.039, 0.016], [0.024, 0.007, 0.017], [0.010, 0.001, 0.002], [-0.024, -0.065, -0.006], [0.016, -0.025, 0.029], [-0.020, 0.022, -0.034], [0.017, 0.041, 0.030], [0.590, 0.088, 0.390], [-0.167, -0.607, -0.435], [-0.079, -0.053, -0.241], [-0.179, 0.196, 0.342], [0.232, 1.621, 0.353], [-0.671, -1.844, -1.411], [0.229, 0.119, 0.017], [0.006, 0.141, 0.052], [-0.623, -0.136, 0.983], [0.275, -0.341, -0.001], [0.601, -0.355, -1.998], [0.368, 0.043, -0.315], [-0.050, 0.125, 0.057], [-0.152, -0.276, 0.256], [-0.176, 0.022, -0.038], [-0.337, 0.056, -0.071], [0.108, -0.513, -0.122], [-0.029, 0.417, 0.246], [-0.195, 0.435, 0.254], [0.002, 0.015, 0.003], [0.023, -0.005, -0.031], [0.071, -0.033, 0.053], [-0.078, 0.239, -0.500], [0.146, -0.070, -0.024], [-0.062, 0.116, -0.167], [0.038, -0.055, 0.031], [-0.104, -0.059, 0.080], [0.087, -0.118, 0.251], [-0.095, -0.028, 0.084], [0.017, -0.067, 0.100], [0.017, 0.004, -0.019]]}


{"formula": "C19H15FeN3O5S", "method": "ωB97M-V/def2-TZVPD", "multiplicity": 6, "orbital_gap_ha": [0.319, 0.254], "total_charge": 1, "s2": 8.76, "species": ["Fe", "O", "C", "N", "C", "O", "C", "C", "C", "C", "C", "N", "C", "C", "C", "C", "C", "N", "H", "H", "H", "H", "H", "H", "H", "H", "C", "C", "C", "C", "C", "C", "C", "S", "O", "O", "O", "H", "H", "H", "H", "H", "H", "H"], "positions_angstrom": [[-0.172126, 0.622214, 0.330082], [0.454286, 3.040074, 3.416220], [0.256487, 2.536550, 2.347979], [0.787204, 1.364549, 1.832687], [1.849419, 0.654308, 2.372507], [2.399963, 0.820421, 3.423875], [2.312026, -0.398396, 1.384146], [3.410181, -1.186523, 1.651463], [3.800427, -2.115229, 0.696350], [3.073852, -2.230256, -0.478761], [1.970193, -1.418435, -0.667078], [1.608190, -0.511566, 0.243275], [-0.641339, 3.199372, 1.315711], [-1.209273, 4.426135, 1.575538], [-1.974379, 5.028549, 0.585528], [-2.145595, 4.383849, -0.628958], [-1.558549, 3.146964, -0.817079], [-0.819073, 2.567938, 0.133693], [3.931846, -1.054108, 2.588634], [4.663147, -2.744801, 0.868073], [3.348428, -2.943959, -1.241790], [1.349148, -1.495318, -1.549291], [-1.034553, 4.883325, 2.539049], [-2.430159, 5.993735, 0.760249], [-2.731137, 4.822716, -1.423413], [-1.684824, 2.597398, -1.740724], [-0.005027, -5.754697, 3.815545], [-0.514714, -4.592191, 3.013769], [-0.303331, -3.282929, 3.438681], [-0.801915, -2.208531, 2.719437], [-1.518868, -2.457743, 1.556842], [-1.751733, -3.753641, 1.110526], [-1.243125, -4.809194, 1.842639], [-2.102619, -1.128990, 0.583661], [-1.869604, 0.115950, 1.387161], [-3.407500, -1.372613, 0.090064], [-1.066007, -0.926165, -0.521600], [0.773182, -5.448463, 4.512177], [0.393595, -6.535325, 3.168393], [-0.817962, -6.195047, 4.395963], [0.245932, -3.099945, 4.353714], [-0.660862, -1.195486, 3.073120], [-2.329624, -3.927400, 0.212303], [-1.420308, -5.823096, 1.506340]], "atomic_forces_ev_per_a": [[-0.233, -0.098, 0.165], [0.034, -0.001, -0.010], [-0.007, 0.038, -0.007], [0.011, -0.106, 0.056], [0.050, 0.139, -0.099], [-0.017, -0.021, 0.009], [0.047, -0.025, -0.004], [-0.008, -0.025, -0.042], [0.009, 0.012, 0.021], [-0.014, 0.008, -0.012], [-0.038, -0.061, -0.006], [0.012, 0.114, 0.234], [0.016, 0.088, -0.101], [-0.033, 0.017, -0.033], [0.011, -0.004, 0.026], [0.009, -0.015, -0.008], [-0.071, -0.055, -0.030], [0.123, 0.048, 0.151], [-0.001, 0.007, 0.003], [-0.002, -0.001, 0.000], [-0.005, 0.000, -0.002], [0.002, -0.003, -0.002], [0.005, -0.002, 0.004], [0.000, 0.000, 0.000], [0.000, -0.002, -0.002], [-0.003, 0.003, -0.001], [-0.005, 0.004, 0.001], [0.008, 0.001, 0.009], [0.003, -0.002, 0.002], [0.011, -0.012, -0.029], [-0.013, 0.015, -0.010], [-0.023, -0.002, 0.008], [-0.004, -0.003, -0.012], [0.053, -0.258, -0.269], [0.144, 0.089, 0.015], [-0.045, 0.055, 0.090], [-0.022, 0.056, -0.123], [0.000, 0.003, -0.001], [-0.002, 0.001, -0.003], [0.003, -0.002, 0.001], [-0.002, 0.003, 0.000], [0.001, -0.001, 0.010], [-0.001, -0.002, 0.001], [-0.002, 0.001, 0.000]]}


| no. | total energy (Eh) |
| --- | --- |
| 1 | -3576.28593 |
| 2 | -2935.24423 |